1.
{"formula": "C6H8N2", "method": "ωB97M-V/def2-TZVPD", "elements": ["N", "N", "C", "C", "C", "C", "C", "C", "H", "H", "H", "H", "H", "H", "H", "H"], "coordinates": [[0.6256, -0.6334, 1.7475], [-1.6650, -1.5128, 1.4381], [0.5715, 0.3088, -0.5481], [-0.7204, 0.6035, -0.2593], [-1.9312, 0.9889, -0.6055], [-0.6015, -0.8800, 1.2010], [1.5317, 1.0174, -1.4512], [0.8779, -0.7994, 0.2905], [-2.6947, 1.1791, 0.1385], [1.0020, -1.3796, 2.3300], [2.1876, 0.2874, -1.9347], [-2.2337, 1.0179, -1.6481], [2.1755, 1.6995, -0.8870], [-1.6936, -1.8759, 2.3953], [1.0181, 1.5885, -2.2239], [1.5502, -1.6100, 0.0169]], "de_lowest_kj_mol": 508.9, "orbital_gap_ha": 0.3163, "e_homo_ev": -8.230, "multiplicity": 1, "smiles": "[H]/N=C1\\N[C@@H]1C(C)=C=C"}



2.
{"formula": "C6H8N2", "method": "ωB97M-V/def2-TZVPD", "elements": ["N", "N", "C", "C", "C", "C", "C", "C", "H", "H", "H", "H", "H", "H", "H", "H"], "coordinates": [[2.1027, 0.0722, 0.1109], [-1.9431, -0.1802, -0.0768], [-0.0579, 0.6487, -0.4356], [0.6984, 1.5480, 0.3183], [-0.7392, -1.3219, -0.2531], [0.0705, -0.5501, 0.5986], [0.9554, -1.3633, -0.2909], [-1.1227, 1.2930, 0.0951], [1.3512, -2.3148, 0.0757], [-1.7639, 2.1254, -0.4026], [2.4316, 0.3191, -0.8047], [1.4210, 2.2770, -0.1925], [-1.1332, -2.2180, 0.1960], [-2.4160, -0.6263, 0.6743], [0.0710, 0.4445, -1.6094], [0.0945, -0.7763, 1.6295]], "de_lowest_kj_mol": 1777.8, "orbital_gap_ha": 0.2606, "e_homo_ev": -8.169, "multiplicity": 1}



3.
{"formula": "C6H8N2", "method": "ωB97M-V/def2-TZVPD", "elements": ["N", "N", "C", "C", "C", "C", "C", "C", "H", "H", "H", "H", "H", "H", "H", "H"], "coordinates": [[-2.1153, -0.2673, 0.5977], [0.7428, 2.9701, 0.0530], [0.1037, -0.7275, -1.1770], [-1.2018, 0.0753, -0.5201], [0.4584, 0.4206, 1.0673], [0.4285, 1.8209, 0.5083], [-0.7460, -0.4162, 0.9391], [1.2418, -0.2377, -0.1792], [1.7790, 0.6195, -0.4408], [1.0771, 0.1205, 1.8866], [-2.6401, -1.0593, 0.4247], [0.3698, -0.1777, -2.1280], [-0.1696, -2.0052, -1.7210], [2.0239, -0.9146, 0.3756], [-0.9657, 1.1893, -0.6760], [-0.3864, -1.4107, 0.9900]], "de_lowest_kj_mol": 761.4, "orbital_gap_ha": 0.3469, "e_homo_ev": -8.760, "multiplicity": 1}



4.
{"formula": "C6H8N2O", "method": "ωB97M-V/def2-TZVPD", "elements": ["O", "N", "N", "C", "C", "C", "C", "C", "C", "H", "H", "H", "H", "H", "H", "H", "H"], "coordinates": [[1.9165, 0.7802, -1.6645], [-0.8269, 1.6987, -0.9660], [0.0381, 0.7406, -0.3873], [-0.4511, 2.4533, -1.8924], [-0.5102, -0.1554, 0.5213], [1.5180, -1.0434, -0.1572], [-1.7985, -0.1962, 0.8171], [1.2528, 0.2433, -0.8122], [0.5408, -1.1002, 1.0689], [1.0946, -0.5700, 1.8727], [2.5947, -1.1509, 0.0735], [-2.2659, -0.9857, 1.3225], [-1.0906, 3.3843, -2.2112], [-2.6353, 0.5736, 0.5303], [0.5646, 2.4165, -2.4592], [0.1479, -2.0411, 1.5010], [0.9754, -1.6150, -0.9308]], "de_lowest_kj_mol": 238.6, "orbital_gap_ha": 0.3488, "e_homo_ev": -8.607, "multiplicity": 1, "smiles": "C=NN1C(=C)CCC1=O"}



5.
{"formula": "C6H8N2O", "method": "ωB97M-V/def2-TZVPD", "elements": ["O", "N", "N", "C", "C", "C", "C", "C", "C", "H", "H", "H", "H", "H", "H", "H", "H"], "coordinates": [[0.4112, 0.7434, 1.9197], [-2.3931, 0.5898, -1.8427], [0.0492, -1.2645, -0.6324], [1.5515, -0.8156, -0.6095], [-0.5282, -0.1334, -0.2040], [0.3151, 0.8422, 0.4088], [-0.5674, -1.1876, 0.9010], [1.9065, 0.6344, 0.1422], [-1.6470, 0.3248, -0.9425], [2.3722, 0.5831, 1.3885], [2.4157, 1.5730, -0.6706], [2.3830, -1.6348, -0.0157], [-0.0549, 1.7757, 0.1233], [-0.2510, -1.0322, 1.8254], [-1.5432, -1.6658, 0.7611], [1.7769, -0.6199, -1.8919], [-0.1642, 1.8081, 2.2714]], "de_lowest_kj_mol": 905.9, "orbital_gap_ha": 0.3566, "e_homo_ev": -9.725, "multiplicity": 1}



6.
{"formula": "C6H8N2O", "method": "ωB97M-V/def2-TZVPD", "elements": ["O", "N", "N", "C", "C", "C", "C", "C", "C", "H", "H", "H", "H", "H", "H", "H", "H"], "coordinates": [[-0.7742, 1.3144, -2.4222], [1.4645, -0.3976, -1.5333], [0.2153, -0.8102, 0.3353], [1.2786, -1.7338, 0.3738], [0.3655, -0.0206, -0.8378], [-0.9212, 2.0637, -0.0808], [-0.8106, -0.7176, 1.2629], [-0.4780, 1.1143, -1.2085], [2.0377, -1.4028, -0.6855], [-0.8299, 0.1876, 1.9713], [-2.0227, 1.5457, 0.4153], [-0.2124, 2.2578, 0.6415], [1.3089, -2.3404, 1.1326], [3.0516, -1.8019, -1.2591], [-0.8807, -1.6334, 1.6927], [-0.9723, 3.0443, -0.7312], [-1.8200, -0.6694, 0.9330]], "de_lowest_kj_mol": 286.1, "orbital_gap_ha": 0.3457, "e_homo_ev": -9.264, "multiplicity": 1, "smiles": "CC(=O)c1nccn1C"}



7.
{"formula": "C6H8N2O", "method": "ωB97M-V/def2-TZVPD", "elements": ["O", "N", "N", "C", "C", "C", "C", "C", "C", "H", "H", "H", "H", "H", "H", "H", "H"], "coordinates": [[-1.0407, -1.2693, -2.0327], [0.6184, 0.1187, 1.0417], [-0.5852, -0.6439, 2.7558], [0.0671, 1.2179, 1.7483], [-0.5496, -0.5276, -3.2186], [-0.7083, 0.6849, 2.7344], [0.1970, -0.9433, 1.7522], [-0.5786, -0.0453, -1.7950], [1.5631, 0.1331, 0.0333], [0.6333, -1.8521, 1.5616], [0.3270, -0.8709, -3.7849], [-1.2895, 0.6013, -1.3802], [1.8506, -0.9202, -0.0494], [0.1260, 2.2470, 1.4793], [-1.3491, -0.2031, -3.9808], [2.2083, 1.0437, -0.0195], [-1.4900, 1.2291, 3.1546]], "de_lowest_kj_mol": 595.9, "orbital_gap_ha": [0.3044, 0.3055], "e_homo_ev": [-8.332, -7.928], "multiplicity": 1}



8.
{"formula": "C6H8N2O2", "method": "ωB97M-V/def2-TZVPD", "elements": ["O", "O", "N", "N", "C", "C", "C", "C", "C", "C", "H", "H", "H", "H", "H", "H", "H", "H"], "coordinates": [[-1.2778, 1.5502, -3.0780], [-2.1564, -1.4410, 0.1687], [-1.6738, 0.3169, -1.2737], [-0.9254, 0.4551, 0.7985], [-1.5862, -0.3549, -0.0810], [-1.0923, 1.3284, -1.8345], [0.0154, 1.9175, -0.9405], [3.8424, -1.7250, 2.5064], [4.2825, -2.9717, 2.7386], [-0.1877, 1.5588, 0.3244], [0.4879, 2.8307, -1.1036], [3.2319, -1.4763, 1.6016], [-1.8710, -0.4796, -1.9620], [-0.9910, 0.3697, 1.7435], [3.7779, -1.2189, 3.4625], [0.2655, 2.1428, 1.0132], [4.5085, -3.4698, 1.8387], [4.6147, -3.4944, 3.7268]], "de_lowest_kj_mol": 269.9, "orbital_gap_ha": 0.3772, "e_homo_ev": -9.962, "multiplicity": 1, "smiles": "O=c1cc[nH]c(=O)[nH]1.C=C"}